DFT (the ωB97M-V functional and the def2-TZVPD basis) results for a single C4H8N2O molecule.

XYZ file:
```
15
C4H8N2O, DFT the ωB97M-V functional and the def2-TZVPD basis
C -0.46123 1.66118 1.10357
C 0.29290 -1.08806 -1.62224
C -0.16217 -1.42409 0.79866
C -0.04144 0.83034 -0.28334
N 0.07460 2.79744 1.09588
N 0.10539 -0.51970 -0.26114
O 0.45149 1.59100 -1.13345
H -0.03028 -2.11761 -1.49653
H -0.32053 -0.34247 -2.24348
H 1.24325 -0.89113 -1.92236
H -0.42202 -0.89809 1.80896
H -0.96360 -2.10815 0.55172
H 0.62177 -2.03822 1.25005
H -1.04453 1.60515 2.12127
H 0.65638 2.94241 0.23241
```

Summary:
Molar mass in Da: 100.12
Gap between HOMO and LUMO in eV: 10.30
Structure (SMILES): [H]/N=C\C(=O)N(C)C
Net charge: 0
HOMO in eV: -9.65



DFT (the ωB97M-V functional and the def2-TZVPD basis) results for a molecular structure, C2H3CuFO3.

XYZ file:
```
10
C2H3CuFO3, DFT the ωB97M-V functional and the def2-TZVPD basis
H 0.76716 2.06927 0.77119
O -1.01526 1.56088 -0.06062
C 0.08858 1.29913 0.36965
C 0.68818 -0.10268 0.18334
F 1.08677 -0.58267 1.36681
H 1.60944 0.01699 -0.41018
O -0.94687 -1.04763 0.14902
Cu -2.32698 0.14748 -0.36969
O 0.01277 -1.21079 -0.87227
H 0.03621 -2.14997 -1.12724
```

Summary:
Molar mass in Da: 157.59
Multiplicity: 2
Expectation value of S²: 0.756
Gap between HOMO and LUMO (alpha / beta) in eV: 10.74 / 7.95
Net charge: +2
HOMO (alpha / beta) in eV: -21.73 / -21.81



DFT (the ωB97M-V functional and the def2-TZVPD basis) results for 2 unconnected molecules or ions with the total composition C9H14O.

XYZ file:
```
24
C9H14O, DFT the ωB97M-V functional and the def2-TZVPD basis
C -1.68382 -2.42799 -0.97754
C -1.52284 -1.98364 0.47709
H -1.52233 -3.50966 -1.09352
H -2.67463 -2.17110 -1.32123
H -0.95341 -1.98664 -1.64621
H -2.27394 -2.46689 1.08173
H -1.49404 -0.90407 0.56463
H -0.60049 -2.37088 0.91302
C -0.74581 1.39610 2.04213
C 0.69676 1.16711 -1.48388
C -0.17177 1.48903 -0.41926
C 1.99440 0.79040 -1.23044
C 0.25793 1.33358 0.92355
C 2.49892 0.88489 0.06731
C 1.56857 1.02457 1.13630
O 2.81246 0.32412 -2.23508
H 0.33962 1.35293 -2.48666
H -1.20849 1.77772 -0.56418
H 2.31357 0.33978 -3.03762
H 3.53735 0.66151 0.24849
H -1.45893 0.59303 1.97196
H -1.35263 2.30117 1.91949
H 1.90942 0.84561 2.14614
H -0.26589 1.53933 3.00377
```

Summary:
Molar mass in Da: 138.21
Multiplicity: 2
Expectation value of S²: 0.759
Gap between HOMO and LUMO (alpha / beta) in eV: 3.02 / 7.16
Net charge: -1
HOMO (alpha / beta) in eV: 0.89 / -3.38



DFT (the ωB97M-V functional and the def2-TZVPD basis) results for 2 unconnected molecules or ions with the total composition CH3O4S.

XYZ file:
```
9
CH3O4S, DFT the ωB97M-V functional and the def2-TZVPD basis
C 0.41020 0.07445 1.48863
O -1.93335 -0.75618 0.60862
O -0.26682 -2.45946 1.20807
O -0.69886 -0.10785 -2.43674
O 0.38909 -0.81646 -1.90112
S -0.52971 -1.10941 0.74136
H 1.45001 -0.22247 1.49822
H 0.26050 1.03238 1.00977
H -1.42612 -0.73785 -2.35934
```

Summary:
Molar mass in Da: 111.10
Gap between HOMO and LUMO (alpha / beta) in eV: 5.92 / 7.81
Net charge: -1
HOMO (alpha / beta) in eV: -2.65 / -4.31



DFT (the ωB97M-V functional and the def2-TZVPD basis) results for 3 unconnected molecules or ions with the total composition C7H8BrO2S2.

XYZ file:
```
20
C7H8BrO2S2, DFT the ωB97M-V functional and the def2-TZVPD basis
C 1.32758 -1.81550 0.64573
C 0.46450 -1.25733 -0.34139
C -3.01634 0.13287 2.13564
C 0.79241 -2.90472 1.27962
C -0.72831 -1.93226 -0.51991
C 0.44112 1.11742 -0.30428
C 0.96689 -0.05665 -1.10344
O -2.35317 -0.76396 1.86519
O -3.50649 0.94026 2.78077
S -0.76758 -3.29376 0.67079
S -1.94907 -1.77000 -1.75289
Br -4.16008 0.67917 -0.44710
H 2.18692 -1.26933 0.97133
H 1.08562 -3.42302 2.06851
H -0.62814 1.31135 -0.36339
H 1.00578 2.10331 -0.69155
H 0.73099 0.92945 0.78455
H 2.14198 -0.15199 -1.19173
H 0.63470 -0.04680 -2.10794
H -2.88586 -1.02962 -1.05623
```

Summary:
Molar mass in Da: 268.18
Gap between HOMO and LUMO in eV: 7.41
Net charge: -1
HOMO in eV: -4.50



DFT (the ωB97M-V functional and the def2-TZVPD basis) results for a single C5H9NO molecule.

XYZ file:
```
16
C5H9NO, DFT the ωB97M-V functional and the def2-TZVPD basis
C -1.45270 -0.90442 0.68219
C -0.24735 -0.04151 0.52047
C -0.39152 0.82501 -1.66205
C 0.86555 -0.01761 1.51749
O 2.06736 0.11140 0.69109
C 1.68946 0.10169 -0.59583
N 0.38195 0.02535 -0.71009
H -1.97163 -1.07664 -0.26960
H -2.18420 -0.45563 1.36371
H -1.20852 -1.90496 1.08531
H -0.25465 1.86224 -1.34499
H -0.07471 0.68547 -2.69044
H -1.45157 0.58896 -1.55633
H 0.83113 0.84528 2.20096
H 0.97323 -0.92754 2.12924
H 2.42819 0.28291 -1.36112
```

Summary:
Molar mass in Da: 99.13
Gap between HOMO and LUMO (alpha / beta) in eV: 7.07 / 6.48
Net charge: 0
HOMO (alpha / beta) in eV: -6.13 / -5.72



- The highest molar mass belongs to which entry?
  C7H8BrO2S2



- molar mass of number 3 (C9H14O)?
  138.21 Da



Please write out number 5 again, unchanged.
DFT (the ωB97M-V functional and the def2-TZVPD basis) results for 3 unconnected molecules or ions with the total composition C7H8BrO2S2.

XYZ file:
```
20
C7H8BrO2S2, DFT the ωB97M-V functional and the def2-TZVPD basis
C 1.32758 -1.81550 0.64573
C 0.46450 -1.25733 -0.34139
C -3.01634 0.13287 2.13564
C 0.79241 -2.90472 1.27962
C -0.72831 -1.93226 -0.51991
C 0.44112 1.11742 -0.30428
C 0.96689 -0.05665 -1.10344
O -2.35317 -0.76396 1.86519
O -3.50649 0.94026 2.78077
S -0.76758 -3.29376 0.67079
S -1.94907 -1.77000 -1.75289
Br -4.16008 0.67917 -0.44710
H 2.18692 -1.26933 0.97133
H 1.08562 -3.42302 2.06851
H -0.62814 1.31135 -0.36339
H 1.00578 2.10331 -0.69155
H 0.73099 0.92945 0.78455
H 2.14198 -0.15199 -1.19173
H 0.63470 -0.04680 -2.10794
H -2.88586 -1.02962 -1.05623
```

Summary:
Molar mass in Da: 268.18
Gap between HOMO and LUMO in eV: 7.41
Net charge: -1
HOMO in eV: -4.50



- Look up the net charge of the second one.
  +2